The following is a quantum chemistry calculation of C34H44HfN8O5PS as an isolated structure, from the OMol25 dataset.

Geometry as XYZ:
```
94
Properties=species:S:1:pos:R:3:forces:R:3
Hf -0.4012 -0.3967 -0.7460 0.4160 -0.1924 -0.5474
C 1.6056 -3.5321 2.0307 0.0033 -0.0413 -0.0328
C 0.6903 -2.6112 1.3069 0.0975 0.1890 0.1001
N 1.0207 -1.8854 0.3036 -0.2417 0.1331 0.0336
N 2.3232 -1.8399 -0.1506 0.1817 0.1213 0.0655
C 2.5297 -0.6326 -0.6170 -0.4442 -0.2153 0.1812
O 1.5537 0.2697 -0.5625 0.1142 -0.0664 -0.5436
C 3.7950 -0.2740 -1.2470 0.1118 0.1135 0.0367
C 3.9704 1.0158 -1.7547 -0.0534 -0.0507 0.0157
C 5.1599 1.3555 -2.3748 0.0039 0.0226 -0.0060
C 6.1749 0.4137 -2.4886 -0.0150 0.0082 0.0058
C 6.0044 -0.8708 -1.9829 0.0166 0.0054 -0.0144
C 4.8199 -1.2184 -1.3616 -0.0195 -0.0014 0.0276
C -0.6811 -2.3244 1.7953 -0.0990 -0.0203 0.0221
C -1.2625 -3.0113 2.8435 0.0892 -0.0568 -0.0095
C -2.5147 -2.6235 3.3033 -0.0865 0.0731 -0.0115
C -3.1439 -1.5371 2.7159 0.0175 -0.0943 0.0760
C -2.5055 -0.8983 1.6683 0.0543 0.0250 -0.0634
N -1.3140 -1.2859 1.1995 -0.2716 0.1756 0.1617
H 2.6183 -3.4264 1.6544 -0.0058 0.0019 -0.0120
H 1.2881 -4.5685 1.8882 -0.0270 0.0072 0.0202
H 1.5900 -3.3270 3.1018 -0.0008 -0.0110 -0.0016
H 3.1670 1.7349 -1.6627 0.0146 0.0189 -0.0126
H 5.2973 2.3526 -2.7707 0.0147 -0.0063 -0.0043
H 7.1045 0.6811 -2.9732 0.0007 -0.0031 -0.0007
H 6.8007 -1.5967 -2.0746 -0.0060 -0.0039 0.0037
H 4.6783 -2.2124 -0.9598 0.0119 0.0000 -0.0044
H -0.7422 -3.8433 3.2970 -0.0114 0.0051 0.0031
H -2.9884 -3.1571 4.1168 0.0149 -0.0094 -0.0014
H -4.1084 -1.1911 3.0593 0.0013 0.0116 -0.0134
H -2.9498 -0.0337 1.1866 -0.0027 -0.0019 0.0104
C -0.9958 -1.0621 -3.9058 -0.0272 0.0350 -0.0358
C -2.2039 -0.2690 -3.4276 -0.0700 0.2917 0.0752
N -2.5113 -0.4564 -1.9770 0.1490 0.0540 -0.0663
C -3.4628 -1.5604 -1.7112 -0.0422 -0.0389 -0.0183
C -2.8594 -2.9168 -2.0192 0.0995 0.0039 0.0134
S -1.2366 -3.0709 -1.2057 -0.0336 -0.1856 -0.0113
C -0.1212 -3.5871 -2.5504 -0.0114 0.0808 0.0446
C 0.8024 -2.4527 -2.9935 0.0035 -0.0341 0.0034
N 0.1209 -1.1323 -2.9097 0.1332 -0.0806 -0.1613
H -0.6339 -0.6021 -4.8257 0.0236 -0.0361 -0.0091
H -1.2723 -2.0789 -4.1669 0.0004 -0.0067 0.0236
H -3.0823 -0.4988 -4.0354 0.0480 -0.1684 -0.0151
H -2.0016 0.7881 -3.5666 -0.0207 0.0139 -0.0016
H -2.9724 0.4016 -1.6830 -0.0487 -0.0257 0.0135
H -4.3735 -1.4339 -2.3022 -0.0015 0.0248 -0.0035
H -3.7501 -1.5129 -0.6605 0.0006 0.0133 0.0068
H -2.7314 -3.0760 -3.0869 -0.0387 -0.0098 -0.0085
H -3.4981 -3.7116 -1.6395 -0.0401 0.0138 -0.0204
H -0.7481 -3.9722 -3.3519 0.0164 -0.0262 -0.0113
H 0.4674 -4.4227 -2.1775 0.0099 -0.0047 -0.0088
H 1.1445 -2.6388 -4.0141 -0.0114 0.0005 -0.0141
H 1.6800 -2.4205 -2.3518 0.0206 0.0139 -0.0174
H 0.8086 -0.4280 -3.1766 -0.0217 0.0293 0.0073
C 2.6103 3.8298 3.6860 -0.0352 0.0228 -0.1165
N 1.7358 3.0586 4.6917 0.0571 -0.0487 0.0263
C 0.4135 3.8193 4.8469 -0.1057 0.0380 -0.0432
N -0.2155 3.9874 3.5841 0.0086 0.0697 0.0932
C 0.6620 4.7117 2.6682 -0.0033 0.0315 -0.0498
N 1.9224 4.0056 2.4551 0.0689 0.0303 0.0791
C 1.7445 2.7626 1.7086 -0.0533 -0.2038 -0.0148
P 0.6565 1.5208 2.5802 -0.0344 0.3015 0.2042
C 1.5068 1.6429 4.2427 0.0603 -0.0384 -0.1546
C -0.7017 2.7336 3.0174 0.0474 -0.2395 -0.1154
H 3.5310 3.2627 3.5573 -0.0017 -0.0185 0.0158
H 2.8274 4.7925 4.1482 -0.0075 -0.0058 0.0299
H 2.2121 3.0476 5.5956 0.0090 0.0036 -0.0058
H 0.6636 4.7837 5.2886 0.0263 0.0009 -0.0052
H -0.2097 3.2502 5.5356 0.0156 -0.0199 0.0025
H 0.8727 5.6978 3.0843 0.0043 -0.0050 0.0146
H 0.1580 4.8397 1.7108 -0.0022 -0.0089 0.0064
H 2.7159 2.3080 1.5021 0.0098 0.0207 -0.0064
H 1.2895 2.9897 0.7421 0.0155 0.0145 -0.0090
H 2.4774 1.1476 4.1964 0.0108 0.0087 0.0437
H 0.9023 1.1393 4.9978 0.0200 0.0332 0.0429
H -1.3966 2.2630 3.7171 -0.0030 0.0120 0.0060
H -1.2548 2.9443 2.1031 -0.0216 0.0192 -0.0022
O -0.3048 1.3911 -2.1536 -0.1114 0.0012 0.4977
C -0.8121 2.1290 -1.2549 -0.0777 0.0071 -0.0205
O -1.2218 1.4982 -0.1794 0.0891 -0.1352 0.2388
C -0.9444 3.5609 -1.3872 0.0173 0.0523 -0.0524
C -1.6985 4.2832 -0.4605 -0.0113 -0.0060 -0.0206
C -1.8612 5.6595 -0.5754 -0.0515 0.0234 0.0598
C -1.2407 6.2686 -1.6457 0.0258 -0.0686 -0.0329
O -1.2482 7.5621 -1.9677 -0.0078 0.0573 0.0216
C -0.4928 7.7028 -3.1866 0.0368 -0.0053 -0.0699
O -0.0038 6.3951 -3.5160 -0.0019 0.0377 0.0052
C -0.4890 5.5492 -2.5821 -0.0053 0.0400 -0.0112
C -0.3244 4.2006 -2.4885 0.0255 -0.0723 0.0155
H -2.1999 3.7537 0.3374 -0.0075 0.0004 0.0118
H -2.4622 6.2286 0.1198 0.0072 -0.0053 -0.0068
H 0.3433 8.3776 -3.0184 0.0122 -0.0137 0.0426
H -1.1480 8.0637 -3.9770 -0.0378 -0.0301 0.0070
H 0.2539 3.6429 -3.2111 -0.0043 0.0046 0.0032
```
Positions in Å, forces in eV/Å.

The total energy comes out at -2923.1849 Eh. Its net charge is +3. For the orbital gap, the calculation gives 0.2327 hartree. Its molar mass is 886.3 g/mol.

---

The following is a quantum chemistry calculation of a 2-piece molecular cluster, C2HNO3S overall, from the OMol25 dataset.

Geometry as XYZ:
```
8
Properties=species:S:1:pos:R:3:forces:R:3
O 1.2802 -1.7691 -0.6255 1.0942 -0.2280 -0.5835
C 0.2756 -1.2468 -0.3938 -0.4140 -0.3733 0.6802
N -0.8308 -0.8839 -0.1171 -0.3537 0.9276 -0.0603
S -1.5344 0.4432 0.7248 -0.6642 -1.8818 -0.3211
H -2.5433 -0.4452 0.9027 -0.2934 1.0787 0.3715
O 0.9754 1.4712 -1.2888 0.1174 0.9331 -0.1061
C 1.1329 1.3765 -0.1442 -0.1264 -0.7460 -2.5593
O 1.2443 1.0541 0.9417 0.6400 0.2895 2.5786
```
Positions in Å, forces in eV/Å.

The total energy comes out at -755.4746 Eh. For the orbital gap, the calculation gives 0.3526 hartree. As for the relative energy (zero: lowest compared OMol25 entry of this formula, charge and spin): 8.5 kcal per mole. Its molar mass is 119.1 g/mol. Its structure (SMILES) is O=C=NS.O=C=O.